{"formula": "CHFO4S", "method": "ωB97M-V/def2-TZVPD", "lumo_energy_ev": -1.466, "energy_ha": -837.636726, "homo_lumo_gap_ev": 10.341, "symbols": ["C", "O", "O", "O", "O", "F", "S", "H"], "coordinates": [[-0.268, 0.384, 0.239], [-2.923, -0.221, -1.404], [-3.382, 0.380, 0.961], [-1.152, 1.151, -0.171], [-1.591, -1.202, 0.423], [0.133, 0.422, 1.546], [-2.524, -0.189, -0.040], [0.284, -0.091, -0.440]], "nbo_charge": [0.83, -0.84, -0.83, -0.64, -0.90, -0.28, 2.49, 0.16]}